Entry 1
This record from the OMol25 dataset describes one molecule with the formula CH4N2O2. The level of theory is ωB97M-V with the def2-TZVPD basis set.

Last column: Mulliken charge in e.
Geometry (Å):
C 1.273 0.200 -0.028  -0.682
N -0.138 -0.112 0.134  0.833
O -0.530 -1.327 0.002  -0.744
N -0.998 0.804 0.031  -0.376
O -2.274 0.317 -0.051  -0.296
H 1.774 -0.501 0.690  0.239
H 1.319 1.213 -0.004  0.357
H 1.666 -0.018 -0.986  0.309
H -2.092 -0.576 0.212  0.359

Summary:
HOMO-LUMO gap	10.4	eV
charge	0
lowest unoccupied orbital energy	0.02044	hartree
SMILES string	C/[N+]([O-])=N/O

---

Entry 2
This record from the OMol25 dataset describes a 2-piece molecular cluster, CH4N2O2 overall. The level of theory is ωB97M-V with the def2-TZVPD basis set.

Last column: Mulliken charge in e.
Geometry (Å):
C -0.230 0.615 -0.030  0.023
H 2.983 -0.551 0.952  0.355
H 1.558 1.214 -0.661  0.259
H -0.583 1.671 0.045  0.185
H -2.440 0.714 0.546  0.343
N 1.208 0.627 0.071  -0.117
N -0.876 -0.489 0.057  -0.235
O 1.934 -0.666 -0.129  -0.464
O -2.242 -0.297 -0.071  -0.349

Summary:
HOMO-LUMO gap	8.3	eV
charge	0
lowest unoccupied orbital energy	-0.02663	hartree

---

Entry 3
This record from the OMol25 dataset describes one molecule with the formula CH4N2O2. The level of theory is ωB97M-V with the def2-TZVPD basis set.

Last column: Mulliken charge in e.
Geometry (Å):
O 1.460 -0.942 0.017  -0.433
N 1.353 0.479 -0.313  -0.376
C 0.060 0.955 -0.129  0.169
N -1.099 0.318 0.118  -0.185
O -1.483 -0.942 -0.307  -0.408
H 2.373 -1.156 0.236  0.312
H 0.183 2.065 -0.012  0.286
H -2.057 0.788 0.251  0.267
H -0.791 -1.564 0.138  0.369

Summary:
HOMO-LUMO gap	9.1	eV
charge	0
lowest unoccupied orbital energy	0.02972	hartree
SMILES string	O/N=C\NO

---

Entry 4
This record from the OMol25 dataset describes one molecule with the formula CH4N2O2. The level of theory is ωB97M-V with the def2-TZVPD basis set.

Last column: Mulliken charge in e.
Geometry (Å):
O 1.456 -1.236 -1.111  -0.323
N 0.789 -0.233 -0.445  -0.202
C -0.376 -0.517 -0.017  -0.013
N -1.087 0.352 0.829  -0.186
O -0.677 1.697 0.701  -0.396
H 0.938 -2.068 -1.072  0.307
H -0.808 -1.512 -0.152  0.203
H -2.080 0.360 0.592  0.273
H 0.054 1.795 1.330  0.336

Summary:
HOMO-LUMO gap	9.9	eV
charge	0
lowest unoccupied orbital energy	0.03004	hartree
SMILES string	O/N=C/NO

---

Which of them is most stable? Easy: entry 4.

---

Entry 1
This record from the OMol25 dataset describes a 2-piece molecular cluster, CH4N2O2 overall. The level of theory is ωB97M-V with the def2-TZVPD basis set.

Last column: Mulliken charge in e.
Geometry (Å):
C 1.137 0.682 -0.122  -0.553
N -1.291 -1.537 1.458  -0.233
N -1.186 0.217 -0.568  0.232
O -0.899 -0.343 -1.584  -0.381
O -0.246 0.611 0.259  -0.081
H 1.753 -0.300 -0.265  0.255
H 1.670 1.114 0.828  0.214
H 1.151 1.410 -0.890  0.304
H -2.090 -1.854 0.883  0.243

Summary:
HOMO-LUMO gap (spin up / spin down)	9.3 / 9.3	eV
charge	0
lowest unoccupied orbital energy (spin up / spin down)	-0.03675 / -0.03795	hartree

---

Entry 2
This record from the OMol25 dataset describes one molecule with the formula CH4N2O2. The level of theory is ωB97M-V with the def2-TZVPD basis set.

Last column: Mulliken charge in e.
Geometry (Å):
N 0.152 0.942 -0.935  -0.587
C 0.081 0.565 0.409  -0.328
N -0.040 -1.088 0.441  0.824
O -0.527 -1.584 -0.485  -0.521
O 0.246 -1.701 1.457  -0.579
H -0.773 0.978 -1.421  0.303
H 0.657 0.309 -1.665  0.311
H 0.911 0.675 1.141  0.309
H -0.706 0.904 1.057  0.268

Summary:
HOMO-LUMO gap	10.8	eV
charge	0
lowest unoccupied orbital energy	0.02481	hartree
SMILES string	NC[N+](=O)[O-]

---

Entry 3
This record from the OMol25 dataset describes a 2-piece molecular cluster, CH4N2O2 overall. The level of theory is ωB97M-V with the def2-TZVPD basis set.

Last column: Mulliken charge in e.
Geometry (Å):
C 0.114 0.805 -0.100  -0.122
N -2.422 -1.329 0.199  -0.234
N -1.844 -0.527 -0.358  0.220
O -1.089 1.594 -0.020  -0.519
O 0.046 -0.567 0.103  -0.517
H 0.346 0.649 -1.116  0.290
H 0.759 0.911 0.805  0.248
H -1.652 1.231 0.891  0.326
H -2.162 -1.926 0.942  0.309

Summary:
HOMO-LUMO gap (spin up / spin down)	8.8 / 8.4	eV
charge	0
lowest unoccupied orbital energy (spin up / spin down)	-0.00689 / -0.01042	hartree

---

Entry 4
This record from the OMol25 dataset describes CH4N2O2 as an isolated structure. The level of theory is ωB97M-V with the def2-TZVPD basis set.

Last column: Mulliken charge in e.
Geometry (Å):
C -0.827 0.232 0.207  -0.167
N 1.782 0.086 0.402  0.057
N 0.906 -0.359 -0.478  -0.149
O 2.977 -0.011 0.087  -0.496
O -2.138 0.697 -0.254  -0.418
H -0.919 -0.772 0.830  0.229
H -2.654 -0.113 -0.285  0.366
H -0.410 0.939 0.889  0.352
H 1.283 -0.699 -1.398  0.226

Summary:
HOMO-LUMO gap	8.9	eV
charge	0
lowest unoccupied orbital energy	-0.00667	hartree

---

Which of them is most stable? Easy: entry 2.

---

Entry 1
This record from the OMol25 dataset describes one molecule with the formula C4H11N3O. The level of theory is ωB97M-V with the def2-TZVPD basis set.

Last column: Mulliken charge in e.
Geometry (Å):
C -1.437 -2.633 -0.710  -0.875
N -0.029 -2.304 -0.859  -0.168
C 0.502 -1.121 -0.520  0.343
O 1.596 -0.857 -0.995  -0.665
C -0.274 -0.014 0.229  -0.260
N 0.704 0.664 1.102  -0.337
C 0.447 2.124 1.110  -0.927
N 1.013 3.145 0.251  -0.431
H -1.690 -3.032 0.282  0.266
H -1.814 -3.397 -1.441  0.324
H -2.040 -1.778 -1.066  0.311
H 0.536 -2.872 -1.529  0.288
H -1.032 -0.401 0.902  0.286
H -0.686 0.724 -0.441  0.309
H 1.649 0.527 0.864  0.258
H -0.616 2.279 1.026  0.511
H 0.568 2.532 2.174  0.336
H 1.997 3.197 0.356  0.211
H 0.607 3.217 -0.735  0.221

Summary:
HOMO-LUMO gap	9.7	eV
charge	0
lowest unoccupied orbital energy	0.02925	hartree
SMILES string	CNC(=O)CNCN

---

Entry 2
This record from the OMol25 dataset describes one molecule with the formula C4H11N3O. The level of theory is ωB97M-V with the def2-TZVPD basis set.

Last column: Mulliken charge in e.
Geometry (Å):
C 1.182 2.471 -0.230  -0.937
N 0.097 1.908 0.563  -0.182
C 0.034 0.474 0.888  0.452
O -0.948 0.264 1.645  -0.674
C 0.937 -0.551 0.402  -0.307
N 0.343 -1.820 -0.022  -0.340
C -0.834 -1.972 -0.974  -0.453
N -2.015 -1.455 -0.348  -0.638
H 0.870 2.988 -1.145  0.323
H 2.028 1.906 -0.534  0.315
H 1.828 2.957 0.488  0.363
H -0.738 2.321 0.816  0.194
H 1.499 -0.826 1.339  0.270
H 1.632 -0.091 -0.387  0.213
H 0.166 -2.409 0.682  0.292
H -0.550 -1.409 -1.935  0.266
H -1.002 -3.014 -1.207  0.259
H -2.245 -1.307 0.626  0.320
H -2.283 -0.433 -0.667  0.265

Summary:
HOMO-LUMO gap	9.1	eV
charge	0
lowest unoccupied orbital energy	0.02894	hartree
SMILES string	CNC(=O)CNCN

---

Which of them is most stable? Easy: entry 1.

---

Entry 1
This record from the OMol25 dataset describes one molecule with the formula C4H11N3O. The level of theory is ωB97M-V with the def2-TZVPD basis set.

Last column: Mulliken charge in e.
Geometry (Å):
C 0.851 -0.250 -1.777  -0.872
N 1.324 -0.947 -0.563  -0.251
C 0.359 -1.326 0.457  -0.852
C -1.125 -0.948 0.293  0.584
O -1.925 -1.864 0.225  -0.639
N -1.509 0.343 0.421  -0.194
C -0.640 1.554 0.462  -0.521
N 0.372 1.635 1.454  -0.498
H 1.220 0.771 -1.692  0.245
H 1.425 -0.629 -2.634  0.379
H -0.176 -0.478 -2.048  0.323
H 1.831 -1.775 -0.838  0.273
H 0.300 -2.393 0.630  0.272
H 0.684 -1.023 1.462  0.331
H -2.459 0.522 0.136  0.227
H -1.308 2.383 0.640  0.389
H -0.272 1.695 -0.542  0.279
H -0.028 1.807 2.367  0.252
H 1.076 0.923 1.548  0.272

Summary:
HOMO-LUMO gap	9.7	eV
charge	0
lowest unoccupied orbital energy	0.03250	hartree
SMILES string	CNCC(=O)NCN

---

Entry 2
This record from the OMol25 dataset describes one molecule with the formula C4H11N3O. The level of theory is ωB97M-V with the def2-TZVPD basis set.

Last column: Mulliken charge in e.
Geometry (Å):
C -1.089 0.444 0.549  -0.396
C -1.110 1.831 0.096  -1.068
C -0.666 -2.025 0.416  -1.734
N 1.002 -0.354 -0.333  0.210
C -0.557 -0.661 -0.262  1.529
N 1.271 0.738 -1.203  -0.699
N 1.734 -0.275 0.873  -0.569
O -1.081 -0.568 -1.471  -0.850
H -1.491 0.224 1.538  0.410
H 2.208 0.609 -1.578  0.275
H 0.597 0.602 -1.964  0.250
H 2.632 -0.728 0.735  0.220
H 1.901 0.699 1.124  0.261
H -1.511 2.521 0.836  0.361
H -1.661 1.917 -0.843  0.285
H -0.071 2.103 -0.198  0.371
H -1.723 -2.256 0.565  0.383
H -0.241 -2.769 -0.256  0.385
H -0.146 -2.053 1.375  0.377

Summary:
HOMO-LUMO gap (spin up / spin down)	7.0 / 6.3	eV
charge	0
lowest unoccupied orbital energy (spin up / spin down)	-0.03240 / -0.04946	hartree

---

Entry 3
This record from the OMol25 dataset describes a 2-piece molecular cluster, C4H11N3O overall. The level of theory is ωB97M-V with the def2-TZVPD basis set.

Last column: Mulliken charge in e.
Geometry (Å):
C 2.007 0.077 0.804  0.069
C -0.575 -1.643 -0.687  -1.259
C -1.211 0.645 1.166  -0.730
C -0.440 -0.156 -0.978  -0.011
N 2.399 0.155 -0.443  -0.272
N -0.463 2.071 -0.442  -1.055
N -0.746 0.865 -0.206  0.816
O 1.914 -1.001 1.353  -0.593
H 0.046 -2.263 -1.272  0.395
H -0.115 -1.871 0.298  0.258
H -1.553 -2.099 -0.902  0.322
H -2.088 -0.056 1.087  0.303
H -0.375 -0.052 1.610  0.258
H -1.348 1.545 1.803  0.235
H -0.371 0.028 -2.112  0.247
H 2.524 1.035 -0.794  0.209
H 2.831 -0.695 -0.967  0.256
H 2.105 1.053 1.301  0.336
H -0.061 2.071 -1.381  0.216

Summary:
HOMO-LUMO gap (spin up / spin down)	8.2 / 8.2	eV
charge	0
lowest unoccupied orbital energy (spin up / spin down)	0.03203 / 0.03203	hartree

---

Which of them is most stable? Easy: entry 1.